Record 1
The following is a quantum chemistry calculation of 9 unconnected molecules or ions with the total composition C39H53F8N2O27 in a non-equilibrium geometry, from the OMol25 dataset.

## Properties
Total charge   +1
Calculated total energy   -4457.53121 Eh
LUMO level   -2.6 eV

Positions of all 129 atoms, in Å:
C (0.247677, -3.423333, 7.304829)
C (-0.046019, -2.175330, 8.233828)
C (-0.240314, -0.810834, 7.466856)
C (-1.692758, -0.577930, 6.884803)
C (-2.246582, -1.742050, 6.007660)
C (-3.067373, -2.772927, 6.590929)
N (-3.318176, -3.602763, 5.459508)
C (-2.699418, -3.126032, 4.348631)
C (-2.873944, -3.989470, 3.061272)
C (-2.689564, -3.224444, 1.679220)
O (-1.713968, -3.924754, 0.910929)
C (-0.369389, -3.565216, 1.265209)
C (0.460937, -4.740486, 1.925852)
N (-2.025542, -1.960276, 4.617497)
O (-1.343096, -1.252261, 3.696855)
C (0.021577, -0.959651, 4.103230)
C (0.772782, -0.432050, 2.781442)
O (-0.186771, -0.122436, 1.755542)
C (-0.678503, 1.222934, 1.881568)
C (-0.562391, 2.043674, 0.529871)
H (1.012000, -4.128710, 7.728752)
H (0.599157, -3.126297, 6.282119)
H (-0.698399, -4.019163, 7.174608)
H (-0.891359, -2.352340, 8.959417)
H (0.870654, -2.051405, 8.883826)
H (0.582111, -0.679781, 6.710433)
H (-0.075185, 0.010026, 8.226977)
H (-2.381646, -0.472343, 7.766274)
H (-1.735556, 0.378045, 6.302881)
H (-3.409882, -2.886862, 7.652618)
H (-3.895844, -4.441566, 5.514653)
H (-2.198871, -4.880837, 3.102621)
H (-3.931472, -4.386241, 3.094921)
H (-3.661640, -3.340922, 1.116296)
H (-2.513836, -2.122107, 1.766918)
H (-0.312867, -2.667709, 1.929637)
H (0.152575, -3.311808, 0.294820)
H (1.547137, -4.670862, 1.625915)
H (0.080686, -5.762964, 1.682393)
H (0.468539, -4.583764, 3.048660)
H (0.538462, -1.828212, 4.577965)
H (-0.035738, -0.058259, 4.780344)
H (1.374807, -1.283636, 2.352118)
H (1.427919, 0.439184, 3.035336)
H (-1.771569, 1.181744, 2.160098)
H (-0.146443, 1.842462, 2.653869)
H (-1.150078, 3.002162, 0.634445)
H (-0.973403, 1.457211, -0.330219)
H (0.497312, 2.355865, 0.318677)
C (-1.595819, -0.456863, -3.134831)
C (-2.655649, 0.580005, -3.357225)
O (-2.174316, 1.293084, -4.479847)
C (-1.433081, 0.395667, -5.197907)
O (-1.096922, 0.556675, -6.324641)
O (-1.134918, -0.708034, -4.459887)
F (-2.735582, 1.433124, -2.303485)
H (-0.766607, -0.087505, -2.527249)
H (-1.988911, -1.364414, -2.677296)
H (-3.645714, 0.173099, -3.577144)
C (3.381300, -1.057075, -5.564982)
C (2.532334, -2.260702, -5.290931)
O (2.119648, -2.056202, -3.947376)
C (2.089273, -0.709183, -3.771392)
O (1.537623, -0.163997, -2.863577)
O (2.757249, -0.056826, -4.757267)
F (3.262375, -3.396355, -5.351105)
H (4.416623, -1.188865, -5.242313)
H (3.376142, -0.774202, -6.612963)
H (1.654541, -2.351454, -5.934014)
C (-2.841326, 2.799608, 4.609478)
C (-3.048055, 3.655255, 5.824717)
O (-2.098296, 4.685047, 5.653882)
C (-1.938652, 4.823928, 4.304467)
O (-1.428530, 5.756975, 3.784285)
O (-2.448749, 3.751396, 3.627883)
F (-2.749422, 2.972237, 6.959324)
H (-2.041760, 2.065182, 4.743374)
H (-3.749419, 2.277965, 4.307218)
H (-4.048299, 4.087295, 5.907221)
C (5.326583, -1.550883, -10.591167)
C (5.940080, -0.983217, -9.346192)
O (4.911142, -1.138792, -8.386401)
C (4.194255, -2.228635, -8.783687)
O (3.424246, -2.811598, -8.086682)
O (4.470863, -2.567350, -10.069141)
F (6.203033, 0.334624, -9.489854)
H (4.727627, -0.817251, -11.135460)
H (6.068619, -1.970439, -11.268879)
H (6.838861, -1.504315, -9.007481)
C (-6.710402, -4.084855, 9.862470)
C (-6.991652, -2.614325, 9.954948)
O (-5.774425, -2.089889, 10.456958)
C (-4.798922, -2.927977, 10.016455)
O (-3.636033, -2.662276, 10.016664)
O (-5.312949, -4.105228, 9.568282)
F (-7.973966, -2.359850, 10.845659)
H (-6.890825, -4.606956, 10.804424)
H (-7.285356, -4.571741, 9.075929)
H (-7.229218, -2.139059, 8.999574)
C (3.600557, 3.172660, -5.039863)
C (2.540055, 4.211027, -5.251106)
O (3.016019, 4.926327, -6.375156)
C (3.751075, 4.032249, -7.100201)
O (4.081499, 4.196695, -8.229177)
O (4.053116, 2.925201, -6.367978)
F (2.466607, 5.059185, -4.195385)
H (4.434215, 3.540013, -4.436105)
H (3.209636, 2.264358, -4.582500)
H (1.548229, 3.805327, -5.466561)
C (-3.864852, 4.405863, -4.049868)
C (-3.977589, 5.608145, -3.160560)
O (-5.376252, 5.780596, -3.035274)
C (-5.917544, 4.533678, -3.165941)
O (-7.027434, 4.249894, -2.854800)
O (-5.020401, 3.653100, -3.691639)
F (-3.455724, 6.707441, -3.754774)
H (-3.913311, 4.662635, -5.110596)
H (-2.954196, 3.836446, -3.868122)
H (-3.533455, 5.479816, -2.170010)
C (8.401914, 3.664721, -7.493635)
C (8.462695, 2.623461, -6.414757)
O (8.531873, 1.413984, -7.143515)
C (9.151974, 1.725560, -8.321003)
O (9.617324, 0.923719, -9.062902)
O (9.174354, 3.068502, -8.532782)
F (7.326766, 2.619064, -5.671667)
H (7.383824, 3.838920, -7.851411)
H (8.831939, 4.615723, -7.181362)
H (9.331710, 2.705558, -5.757090)

Atoms 1-6, force components in eV/Å:
C -0.8 -0.3 0.1
C 1.0 0.1 0.1
C 0.1 0.1 0.8
C 0.3 -0.4 -0.5
C -0.7 0.3 2.9
C 2.0 2.0 -3.4

---

Record 2
The following is a quantum chemistry calculation of 2 unconnected molecules or ions with the total composition H4N4 in a non-equilibrium geometry, from the OMol25 dataset.

## Properties
Total charge   0
Calculated total energy   -221.12481 Eh
Energy above the lowest of the compared OMol25 structures with the same formula, charge and spin   755.7 kJ/mol
LUMO level (spin up / spin down)   0.2 / 0.9 eV

Positions of all 8 atoms, in Å:
N (0.391935, -0.705241, 0.717921)
N (0.662147, 0.607908, 0.482096)
N (-0.283326, -0.755789, -0.562309)
N (0.298458, 0.549901, -0.829212)
H (-0.131355, -1.040506, 1.524439)
H (-0.982608, 1.525810, 1.080751)
H (0.177762, -1.485931, -1.047522)
H (-0.133013, 1.303849, -1.366165)

Atoms 1-6, force components in eV/Å:
N 0.3 -0.5 -2.0
N -0.4 3.6 2.3
N -2.1 0.1 0.3
N 1.5 -2.7 0.0
H -0.1 0.8 -0.1
H 0.6 -0.3 0.0

---

Record 3
The following is a quantum chemistry calculation of 10 unconnected molecules or ions with the total composition C28H61Cl2N7O12 in a non-equilibrium geometry, from the OMol25 dataset.

## Properties
Total charge   -2
Calculated total energy   -3310.00707 Eh
Energy above the lowest of the compared OMol25 structures with the same formula, charge and spin   230.3 kJ/mol
LUMO level   3.9 eV

Positions of all 110 atoms, in Å:
O (-0.132732, 0.687520, 1.971835)
C (-0.263774, 0.912036, 0.548722)
C (0.460222, 0.045091, -0.610054)
O (1.062972, -1.193561, -0.300295)
H (-0.080944, 1.979430, 0.424901)
H (-1.328580, 0.945229, 0.318109)
H (1.248010, 0.693371, -0.993743)
H (-0.219649, -0.044124, -1.457353)
C (-0.395800, 3.877357, 3.214918)
C (1.141882, 3.698551, 3.170294)
O (1.652086, 4.999229, 3.141274)
C (0.601618, 5.991649, 3.085029)
O (0.722384, 7.234811, 3.127412)
O (-0.603860, 5.303187, 3.017388)
H (-0.692312, 3.492198, 4.190541)
H (-0.737301, 3.266922, 2.378940)
H (1.529368, 3.207469, 2.277663)
H (1.511345, 3.069780, 3.980386)
C (4.364408, 1.468693, 0.396286)
C (4.502600, 1.176873, 1.893681)
O (3.935908, 0.215924, 2.353956)
N (5.349801, 1.982794, 2.577960)
C (5.580952, 1.780431, 3.978009)
H (4.922565, 0.651657, -0.060893)
H (4.745256, 2.420286, 0.025438)
H (3.322660, 1.426067, 0.078424)
H (6.014143, 2.621700, 2.164996)
H (5.671509, 2.752134, 4.463470)
H (6.492412, 1.221523, 4.190025)
H (4.738273, 1.314795, 4.489067)
C (1.208919, -0.702541, -4.524470)
C (2.460497, -0.245041, -5.274100)
O (2.916256, -0.996416, -6.172405)
N (2.987972, 0.922215, -4.965991)
C (4.294637, 1.332989, -5.425425)
H (0.361884, -0.632280, -5.206889)
H (0.959065, -0.053693, -3.685026)
H (1.318376, -1.734469, -4.190953)
H (2.626334, 1.460933, -4.191965)
H (4.169125, 1.900942, -6.347259)
H (4.891940, 0.435878, -5.588340)
H (4.844722, 1.933797, -4.701168)
C (-2.159020, -2.256274, -2.441868)
C (-1.312929, -3.448553, -2.610453)
O (-1.711223, -4.398144, -3.337656)
N (-0.070965, -3.453829, -2.004793)
C (0.897015, -4.497707, -2.003295)
H (-1.758860, -1.559883, -1.704983)
H (-3.179384, -2.455705, -2.114456)
H (-2.241741, -1.747039, -3.402033)
H (0.271960, -2.686840, -1.444224)
H (0.507729, -5.330789, -1.418042)
H (1.809687, -4.147207, -1.521335)
H (1.134042, -4.869980, -2.999950)
C (-2.418945, -0.830534, 6.328908)
C (-1.693707, -0.367380, 5.095474)
O (-0.831869, -1.133773, 4.650203)
N (-1.930847, 0.762248, 4.469365)
C (-3.052947, 1.648616, 4.553411)
H (-3.038577, -0.042546, 6.756967)
H (-1.739572, -1.132321, 7.126080)
H (-3.010360, -1.706571, 6.062684)
H (-1.352687, 0.890734, 3.651248)
H (-3.013245, 2.389290, 3.754704)
H (-3.024824, 2.111261, 5.539953)
H (-3.985582, 1.084925, 4.529630)
C (-3.504501, 1.135397, -2.899665)
C (-4.889778, 0.565181, -3.115582)
O (-5.884613, 1.130322, -2.600269)
N (-4.983483, -0.546177, -3.876621)
C (-6.219798, -1.269062, -4.035621)
H (-2.941766, 0.883036, -3.798410)
H (-3.046901, 0.724740, -1.999629)
H (-3.575142, 2.213731, -2.757128)
H (-4.226925, -1.000132, -4.368200)
H (-6.409307, -1.657004, -5.036463)
H (-7.051299, -0.652283, -3.694612)
H (-6.171554, -2.136265, -3.377050)
C (5.925178, -2.660021, -0.376670)
C (4.484261, -2.123230, -0.081442)
O (3.965886, -2.263651, 0.989642)
N (3.723842, -1.619263, -1.084465)
C (4.152690, -1.477049, -2.455631)
H (6.511603, -1.911604, -0.909647)
H (5.945450, -3.425951, -1.151939)
H (6.393913, -3.119771, 0.493394)
H (2.759893, -1.434528, -0.846216)
H (4.795451, -2.245372, -2.885299)
H (4.660307, -0.519211, -2.569517)
H (3.287567, -1.431223, -3.117114)
C (-2.013762, -4.631980, 0.868918)
C (-1.911843, -3.286208, 1.559869)
O (-0.936241, -2.993028, 2.219982)
N (-3.004964, -2.506134, 1.521854)
C (-3.183203, -1.191382, 1.986263)
H (-2.959448, -4.808239, 0.356371)
H (-1.738299, -5.422512, 1.566965)
H (-1.220365, -4.666754, 0.122309)
H (-3.704916, -2.816667, 0.863265)
H (-4.106505, -1.074407, 2.553656)
H (-3.356838, -0.569608, 1.108001)
H (-2.340071, -0.771435, 2.534781)
Cl (-3.849932, 5.263055, 0.179560)
C (-3.006598, 3.796747, 0.701777)
C (-3.873840, 2.572813, 0.484346)
Cl (-5.374958, 2.651843, 1.442870)
H (-2.784311, 3.842220, 1.767892)
H (-2.059019, 3.803066, 0.163123)
H (-3.340161, 1.678308, 0.805530)
H (-4.183997, 2.326361, -0.531113)

Atoms 1-6, force components in eV/Å:
O -0.3 0.5 -2.0
C -0.2 -0.6 2.7
C 1.5 -1.2 1.8
O -1.1 0.7 -1.1
H 1.0 0.9 -0.9
H -1.2 -0.7 -0.5

---

Record 4
The following is a quantum chemistry calculation of 6 unconnected molecules or ions with the total composition C21H42O9 in a non-equilibrium geometry, from the OMol25 dataset.

## Properties
Total charge   0
Calculated total energy   -1502.21004 Eh
Energy above the lowest of the compared OMol25 structures with the same formula, charge and spin   674.5 kJ/mol
SMILES   CCOC(C)=O.CCOC(C)=O.CCOC(C)=O.CC(C)=O.CC(C)=O.CC(C)=O
LUMO level   0.5 eV

Positions of all 72 atoms, in Å:
O (-0.774167, 0.728139, -1.280472)
C (-0.439167, 0.055139, -0.379472)
O (0.122833, 0.625139, 0.674528)
C (0.323833, 2.074139, 0.979528)
C (0.564833, 2.305139, 2.557528)
C (-0.578167, -1.431861, -0.352472)
H (-0.395167, 2.622139, 0.378528)
H (1.255833, 2.384139, 0.374528)
H (-0.048167, 1.581139, 3.074528)
H (0.642833, 3.351139, 2.730528)
H (1.513833, 1.991139, 2.718528)
H (-0.814167, -1.918861, -1.321472)
H (-1.244167, -1.738861, 0.316528)
H (0.479833, -1.949861, -0.247472)
O (3.139833, -0.780861, 2.170528)
C (2.364833, -1.681861, 2.099528)
O (2.518833, -2.890861, 1.394528)
C (3.633833, -3.040861, 0.566528)
C (3.565833, -4.511861, 0.039528)
C (1.131833, -1.823861, 2.946528)
H (4.478833, -2.771861, 0.881528)
H (3.495833, -2.240861, -0.253472)
H (3.197833, -5.336861, 0.687528)
H (4.516833, -4.959861, -0.301472)
H (2.999833, -4.397861, -0.834472)
H (0.408833, -2.094861, 2.229528)
H (0.937833, -0.756861, 3.225528)
H (1.243833, -2.346861, 3.965528)
O (-5.413167, 1.669139, 1.155528)
C (-4.415167, 1.539139, 1.871528)
O (-3.725167, 2.522139, 2.417528)
C (-4.119167, 3.845139, 2.148528)
C (-3.774167, 4.156139, 0.647528)
C (-4.080167, 0.202139, 2.402528)
H (-3.639167, 4.453139, 2.950528)
H (-5.202167, 4.146139, 2.288528)
H (-3.528167, 5.163139, 0.575528)
H (-4.489167, 3.693139, -0.110472)
H (-2.979167, 3.595139, 0.337528)
H (-4.167167, -0.327861, 1.387528)
H (-4.465167, -0.453861, 3.165528)
H (-2.992167, 0.129139, 2.758528)
C (-0.168167, 0.126139, -4.860472)
C (0.627833, -0.978861, -4.087472)
O (0.078833, -2.193861, -4.108472)
C (1.932833, -0.625861, -3.343472)
H (-0.951167, -0.119861, -5.529472)
H (0.534833, 0.828139, -5.622472)
H (-0.738167, 0.863139, -4.107472)
H (2.439833, -1.574861, -2.981472)
H (1.597833, -0.021861, -2.627472)
H (2.578833, -0.252861, -3.915472)
C (-4.291167, -3.154861, -3.713472)
C (-3.281167, -3.587861, -2.718472)
O (-3.310167, -3.139861, -1.453472)
C (-2.244167, -4.626861, -3.171472)
H (-5.161167, -3.725861, -4.047472)
H (-3.999167, -2.732861, -4.744472)
H (-4.625167, -2.146861, -3.436472)
H (-2.524167, -5.186861, -4.070472)
H (-2.241167, -5.237861, -2.246472)
H (-1.206167, -4.134861, -3.239472)
C (3.761833, 3.746139, 0.990528)
C (4.809833, 4.135139, 2.092528)
O (5.592833, 5.189139, 1.972528)
C (4.854833, 3.151139, 3.230528)
H (3.635833, 4.577139, 0.133528)
H (2.823833, 4.048139, 1.382528)
H (3.677833, 2.781139, 0.508528)
H (5.275833, 3.727139, 4.061528)
H (5.402833, 2.233139, 3.090528)
H (3.858833, 2.663139, 3.525528)

Atoms 1-6, force components in eV/Å:
O -1.3 1.8 -3.2
C 0.6 0.0 0.8
O 1.1 -0.2 3.2
C 1.8 -0.4 -1.6
C -2.0 -1.0 -3.9
C 5.2 -0.9 -3.3